23
Properties=species:S:1:pos:R:3 method="wB97M-V/def2-TZVPD" e_above_lowest_kj_mol=19.20 total_energy_ev=-24209.1911 orbital_gap_ev=10.7 e_homo_ev=-10.125 e_lumo_ev=0.53
C 1.640 -1.120 -0.033
C 0.022 -0.016 1.564
C -1.919 0.443 0.077
C -1.234 -0.570 0.942
C 1.134 0.235 0.500
C -0.898 0.056 -0.979
C -0.737 -1.307 -0.303
C 0.655 1.089 -0.621
N 0.604 -1.913 -0.339
O 2.787 -1.389 -0.192
O 1.418 1.220 -1.694
O 0.313 2.254 -0.019
F 2.189 0.900 1.137
F -1.169 0.061 -2.321
F -1.576 -2.285 -0.692
H -0.200 1.021 2.043
H 0.361 -0.824 2.304
H -2.931 0.094 -0.297
H -1.833 1.579 0.248
H -1.797 -1.123 1.629
H 0.883 -2.585 -0.969
H 2.302 1.321 -1.290
H -0.013 2.859 -0.693

***

23
Properties=species:S:1:pos:R:3 method="wB97M-V/def2-TZVPD" e_above_lowest_kj_mol=151.61 s2=2.010 total_energy_ev=-31647.8347 orbital_gap_ev="6.1 / 7.7" e_homo_ev="-6.172 / -10.211" e_lumo_ev="-0.07 / -2.49" spin_multiplicity=3
C 0.862 3.118 -0.417
C 1.068 2.728 0.853
C 0.334 2.395 -1.406
C 0.731 1.425 1.194
C -0.091 1.086 -1.100
C 0.176 0.613 0.177
C 1.569 -2.699 -0.396
C -2.133 -1.335 0.955
N -2.695 -1.571 -0.239
O -1.967 -1.098 -1.159
O -3.817 -1.932 -0.447
O 0.250 -1.198 1.962
O 0.223 -2.180 -0.398
F -2.601 -1.798 2.135
S -0.391 -1.056 0.666
H 1.126 4.171 -0.521
H 1.501 3.332 1.546
H 0.103 2.900 -2.373
H 0.836 1.002 2.208
H -0.533 0.459 -1.957
H 1.991 -2.242 -1.311
H 1.591 -3.761 -0.526
H 1.867 -2.357 0.555

***

Number 1: maximum force 5.43 eV Å⁻¹. Number 2: maximum force 4.06 eV Å⁻¹.